No. 1
Below is a molecular structure, C13H33Cl2N2O2P2Rh at a distorted geometry, with properties calculated with ωB97M-V/def2-TZVPD.

Last column: Löwdin charge in e.
Atoms and positions in Å:
C -2.937 -4.232 -1.034  -0.1166
C -2.645 -2.899 -0.316  -0.5263
H -2.124 -4.663 -1.754  0.1325
H -3.906 -4.003 -1.531  0.0931
H -3.313 -5.022 -0.167  0.1432
O -1.470 -1.907 -0.649  -0.3035
Cl -3.870 -2.870 0.970  0.7634
Rh -1.250 0.677 1.291  0.5832
P -2.091 0.629 -0.979  0.8051
C -1.257 0.778 -2.658  -0.2015
C -3.651 -0.194 -1.509  -0.2477
H -4.166 0.555 -2.221  0.1023
H -3.479 2.590 -1.403  0.0436
H -4.300 -0.342 -0.667  0.0273
H -3.387 2.128 0.344  0.0417
H -0.798 -0.177 -2.929  0.0463
H -3.510 -1.105 -2.054  0.0319
C -2.827 2.283 -0.629  -0.2703
H -1.991 1.041 -3.448  0.0747
H -2.007 2.999 -0.423  0.0375
H -0.433 1.541 -2.640  0.0600
P -0.235 -1.318 1.974  0.7599
C 1.531 -1.886 1.671  -0.2115
C -0.235 -0.709 3.713  -0.2873
H -2.025 -2.879 2.454  -0.0429
H -0.500 -3.348 3.305  0.1182
H -0.759 -3.706 1.557  0.0372
C -0.977 -2.971 2.295  -0.2744
H -1.382 -0.482 3.936  0.0879
H 0.120 -1.413 4.401  0.0315
H 1.885 -2.462 2.542  0.0662
H 2.212 -1.017 1.489  0.0507
H 0.266 0.255 3.746  0.0207
H 1.620 -2.548 0.775  0.0587
Cl -1.578 2.346 2.656  0.1922
C 1.126 3.289 0.617  -0.0983
N 2.216 2.583 0.078  -0.1419
C 3.323 3.420 -0.366  -0.0488
C 2.003 1.351 -0.574  -0.3962
O 0.842 0.841 -0.715  -0.1124
N 3.081 0.658 -1.115  -0.1434
C 4.435 0.909 -0.833  -0.0817
C 2.698 -0.533 -1.842  -0.0294
H 1.524 4.097 1.225  0.1013
H 0.491 2.613 1.289  0.0045
H 0.443 3.709 -0.180  0.1165
H 4.254 3.211 0.207  0.0990
H 3.507 3.382 -1.428  0.0960
H 3.019 4.450 -0.098  0.1040
H 5.006 0.021 -1.078  0.0939
H 4.864 1.739 -1.453  0.1058
H 4.636 1.155 0.252  0.1169
H 2.532 -1.405 -1.156  0.0920
H 1.853 -0.365 -2.449  0.0625
H 3.616 -0.797 -2.492  0.1327

Its net charge is +2. For the gap between HOMO and LUMO (spin up / spin down), the calculation gives 6.954 / 4.651 eV. As for the HOMO energy (spin up / spin down): -14.383 / -14.335 eV. Its expectation value of S² is 6.0130. The electronic energy comes out at -2487.9571 hartree. Its multiplicity is 5.

***

No. 2
Below is a molecular structure, C13H33ClIN2O2P2W at a distorted geometry, with properties calculated with ωB97M-V/def2-TZVPD.

Last column: Löwdin charge in e.
Atoms and positions in Å:
C -1.620 -4.324 -1.895  -0.0437
C -0.665 -3.440 -1.145  -0.5723
H -1.678 -5.291 -1.380  0.1112
H -1.207 -4.502 -2.901  0.1082
H -2.646 -3.914 -1.966  0.0846
O 0.555 -3.435 -1.314  0.0498
I -4.840 -0.747 -1.760  0.6658
W -2.546 -0.608 -0.791  0.4044
P -1.469 -2.368 0.170  0.7335
C -0.068 -1.874 1.229  -0.1836
C -3.109 -0.706 1.261  -0.2883
H -4.027 -1.270 1.439  0.0439
H -1.913 -3.538 2.259  0.0726
H -3.284 0.348 0.921  -0.0592
H -3.310 -3.638 1.175  0.0660
H 0.126 -0.793 1.233  0.0229
H -2.442 -0.663 2.123  0.0498
C -2.216 -3.685 1.213  -0.1685
H -0.296 -2.199 2.252  0.0674
H -1.893 -4.693 0.911  0.0808
H 0.825 -2.403 0.869  0.0767
P -0.985 -0.254 -2.698  0.6435
C 0.683 -0.080 -1.988  -0.2402
C -0.917 -1.589 -3.938  -0.2096
H -2.299 1.337 -3.999  0.0669
H -0.625 1.191 -4.591  0.0801
H -0.971 2.143 -3.116  0.0420
C -1.249 1.249 -3.687  -0.2328
H -1.942 -1.868 -4.212  0.0633
H -0.408 -1.175 -4.820  0.0768
H 1.329 0.329 -2.778  0.0779
H 1.056 -1.069 -1.683  0.0467
H -0.364 -2.461 -3.557  0.0420
H 0.695 0.597 -1.118  -0.0061
Cl -1.906 1.605 -0.403  0.2173
C 2.301 3.117 -0.595  0.0057
N 2.522 3.085 0.829  -0.0615
C 3.048 4.301 1.439  0.0087
C 1.742 2.194 1.540  -0.4341
O 0.948 1.421 0.989  0.0061
N 1.910 2.236 2.937  -0.0101
C 3.265 2.153 3.470  0.0247
C 0.887 1.538 3.699  0.0200
H 1.265 3.398 -0.841  0.1243
H 2.502 2.133 -1.030  0.1010
H 2.982 3.852 -1.027  0.1177
H 2.557 4.484 2.400  0.1089
H 4.133 4.221 1.594  0.1214
H 2.866 5.139 0.761  0.1227
H 3.408 2.913 4.253  0.1390
H 3.460 1.163 3.914  0.1399
H 3.980 2.330 2.659  0.1036
H -0.102 1.896 3.380  0.1201
H 0.928 0.443 3.553  0.1245
H 1.025 1.769 4.763  0.1277

Its net charge is +3. For the gap between HOMO and LUMO (spin up / spin down), the calculation gives 6.613 / 5.370 eV. As for the HOMO energy (spin up / spin down): -17.932 / -17.899 eV. Its expectation value of S² is 2.0372. The electronic energy comes out at -2281.7324 hartree. Its multiplicity is 3. Its energy relative to the best compared isomer or geometry (same formula, charge and spin) is 5.67 kJ/mol.

***

No. 3
Below is a molecular structure, C13H33F3O7Y at a distorted geometry, with properties calculated with ωB97M-V/def2-TZVPD.

Last column: Löwdin charge in e.
Atoms and positions in Å:
Y -3.557 -3.943 0.744  1.1912
C -3.764 -2.827 -5.101  -0.3204
O -4.361 -1.506 -4.915  -0.0710
O -3.937 -3.359 -3.849  0.0194
C -3.962 -3.487 -6.531  -0.3824
F -5.305 -3.605 -6.816  0.1301
F -3.479 -2.692 -7.585  0.1060
F -3.360 -4.750 -6.544  0.1154
C -3.986 -0.379 -5.742  -0.2082
C -4.486 0.894 -4.977  -0.0622
H -3.880 1.242 -4.140  0.0662
H -4.496 1.769 -5.627  0.0757
H -5.466 0.764 -4.520  0.0752
H -4.569 -0.477 -6.658  0.1168
H -2.934 -0.238 -5.989  0.1218
H -2.699 -2.623 -4.991  0.1945
C 0.401 -0.467 -0.504  -0.2018
O -0.277 -1.464 0.218  -0.2019
H 0.190 0.489 -0.024  0.0716
H 1.478 -0.630 -0.470  0.0953
H 0.127 -0.398 -1.557  0.0967
C 4.094 1.637 5.021  -0.0950
C 4.771 0.690 4.032  -0.3270
O 4.191 -0.624 4.101  -0.0755
H 4.363 1.198 5.982  0.0730
H 3.022 1.679 4.830  0.0713
H 4.586 2.609 5.064  0.0737
H 5.830 0.622 4.281  0.1094
H 4.795 1.195 3.066  0.1004
H 3.347 -0.556 3.649  0.0696
C 6.212 1.014 -2.516  -0.0985
C 6.932 1.144 -3.827  -0.3571
O 8.328 1.164 -3.788  -0.0652
H 6.178 1.930 -1.926  0.0686
H 6.653 0.173 -1.982  0.0803
H 5.132 0.875 -2.565  0.0662
H 6.588 1.967 -4.452  0.1101
H 6.773 0.213 -4.372  0.1120
H 8.610 1.864 -3.195  0.0838
C -4.126 4.992 2.181  -0.0780
C -3.118 5.534 3.247  -0.3458
O -3.772 6.511 3.957  -0.0825
H -3.612 4.237 1.586  0.0636
H -4.568 5.793 1.589  0.0715
H -4.972 4.582 2.733  0.0663
H -2.334 6.075 2.718  0.1061
H -2.809 4.730 3.914  0.1071
H -3.289 6.904 4.687  0.0918
C -0.337 -3.666 5.700  -0.0861
C -0.447 -4.996 5.010  -0.3383
O -1.667 -5.197 4.323  -0.1437
H -1.236 -3.535 6.302  0.0777
H -0.211 -2.828 5.014  0.0706
H 0.566 -3.610 6.308  0.0825
H -0.334 -5.824 5.709  0.1179
H 0.356 -5.059 4.276  0.1111
H -2.176 -5.750 4.921  0.0802

Its net charge is +1. For the gap between HOMO and LUMO, the calculation gives 2.422 eV. As for the HOMO energy: -10.894 eV. The electronic energy comes out at -1378.9026 hartree. Its energy relative to the best compared isomer or geometry (same formula, charge and spin) is 1504.51 kJ/mol.

***

No. 4
Below is a molecular structure, C13H33NO6 at a distorted geometry, with properties calculated with ωB97M-V/def2-TZVPD.

Last column: Löwdin charge in e.
Atoms and positions in Å:
O -13.639 25.383 18.369  -0.0765
H -13.459 25.164 17.455  0.0173
H -13.938 24.561 18.758  -0.2109
C -9.324 21.311 20.849  -0.0650
C -10.235 22.529 20.840  -0.4444
C -10.637 22.832 22.362  -0.0997
C -11.283 24.223 22.441  -0.2212
C -10.349 25.230 21.956  -0.1724
C -9.985 24.961 20.450  -0.4397
N -9.439 23.613 20.251  -0.0976
O -8.955 23.428 18.886  -0.0008
C -11.235 25.347 19.458  -0.0057
C -8.878 25.968 20.249  -0.0659
C -11.502 22.176 20.005  -0.0360
H -9.866 20.465 21.271  0.0883
H -8.352 21.466 21.317  0.0818
H -8.927 20.991 19.885  0.0709
H -11.356 22.108 22.744  0.1098
H -9.864 22.798 23.129  0.1150
H -11.479 24.430 23.493  0.1134
H -12.248 24.305 21.941  0.1149
H -9.586 25.554 22.664  0.1249
H -10.931 26.152 21.983  0.1201
H -11.237 26.307 18.941  0.0796
H -11.278 24.811 18.510  0.0699
H -12.194 25.446 19.966  0.0708
H -7.987 25.449 20.603  0.0890
H -8.863 26.146 19.174  0.0741
H -9.074 26.944 20.694  0.0864
H -11.865 22.972 19.356  -0.0418
H -12.317 21.987 20.704  0.1154
H -11.270 21.330 19.359  0.1054
H -8.069 23.095 19.043  0.0924
C -15.194 23.994 13.336  -0.2069
C -15.084 22.718 14.183  -0.1366
O -13.803 22.649 14.827  -0.1428
O -14.386 23.781 12.201  -0.0549
H -14.799 24.820 13.927  0.1319
H -16.244 24.142 13.086  0.1285
H -15.251 21.863 13.528  0.1510
H -15.814 22.782 14.989  0.1527
H -13.063 22.737 14.222  0.1471
H -14.595 24.317 11.432  0.0934
C -13.136 22.850 16.793  -0.1494
C -13.004 22.615 18.298  -0.1661
O -13.967 23.447 19.025  0.0242
O -14.545 22.898 16.422  -0.1286
H -12.743 21.983 16.262  0.1338
H -12.733 23.728 16.289  0.1307
H -12.065 23.077 18.602  0.0266
H -12.979 21.545 18.508  0.1384
H -14.755 23.442 18.477  0.1188
H -14.661 23.056 15.483  -0.1534

For the gap between HOMO and LUMO, the calculation gives 8.403 eV. As for the HOMO energy: -8.010 eV. The electronic energy comes out at -1020.7292 hartree.